# 1
16
Properties=species:S:1:pos:R:3:forces:R:3:lowdin_charge:R:1 method="wB97M-V/def2-TZVPD" e_homo_ev=-9.3 smiles="N[C@H](C=O)CS.O" homo_lumo_gap_ev=9.71 lumo_energy_ev=0.4 de_lowest_kcal_mol=51.03
N 0.15930 1.02087 -2.13498 0.3714 -0.2519 0.5197 0.04
C 0.02165 0.56263 -0.73074 -0.1851 0.1732 -1.3087 -0.41
C 1.31759 -0.02672 -0.20688 0.2124 -0.8262 -1.0436 -0.22
O 2.03259 -0.63765 -0.97044 0.0691 0.3325 -0.0821 0.05
C -1.03366 -0.55618 -0.68947 -1.3513 1.0380 -0.4775 -0.55
S -1.62206 -1.01384 0.94196 0.1358 -0.7445 0.8856 0.72
H -0.67615 0.71654 -2.59804 -0.2747 0.0999 -0.5896 0.05
H 0.93762 0.57207 -2.60788 0.0135 -0.1449 0.2276 0.07
H -0.40042 1.43702 -0.23718 0.4070 -0.2841 0.8266 0.13
H 1.54269 -0.04120 0.84409 -0.1658 0.1630 0.3021 0.08
H -1.91680 -0.14543 -1.18981 0.0202 0.1132 0.0320 0.07
H -0.83223 -1.42367 -1.31685 0.6422 -0.1933 0.4627 0.09
H -2.62190 -0.14096 1.16795 0.2211 0.0745 -0.4580 -0.14
O 1.00194 1.33138 2.16986 0.1014 0.7177 0.0328 -0.07
H 0.11109 1.26071 2.51408 -0.1055 -0.2112 0.2697 0.04
H 1.59063 0.84024 2.74324 -0.1117 -0.0559 0.4006 0.05

=====

# 2
55
Properties=species:S:1:pos:R:3:forces:R:3:lowdin_charge:R:1 method="wB97M-V/def2-TZVPD" e_homo_ev=-4.0 homo_lumo_gap_ev=6.72 lumo_energy_ev=2.7 charge=-1
C 1.07542 -0.58678 -6.75138 0.5347 -0.5491 1.0831 0.01
C 0.57754 -0.24022 -5.31103 0.6665 -0.3597 -0.8815 -0.54
O -0.38654 0.46318 -5.17864 -0.2550 0.2113 0.2192 0.08
O 1.25835 -0.80603 -4.27943 -0.9509 0.5121 -0.8793 -0.03
C 0.53819 -0.60632 -3.00934 0.6118 -0.7328 1.3350 -0.26
C 1.32946 -1.33031 -1.87048 0.7940 0.7905 -1.6463 -0.35
Sb 0.32976 -1.21331 0.09932 0.7206 0.5720 -0.5989 0.95
C 1.17426 0.83051 0.49747 -0.3188 0.7829 0.1201 -0.32
C 0.14792 1.53789 1.40791 0.1597 -1.2882 -0.1111 -0.34
O 0.46160 2.91845 1.71956 -0.9264 -0.0352 -0.2704 -0.12
C -0.64394 3.76336 1.55871 0.1540 0.6954 -0.3612 -0.13
C -1.59663 3.83183 2.79256 0.4708 0.7818 0.0814 -0.36
F -1.77388 2.64266 3.45314 0.1322 0.5573 -0.6454 0.11
F -1.03366 4.69974 3.71574 -0.3955 -0.7009 -0.6596 0.09
C -3.03509 4.39180 2.47020 -0.4223 0.2412 1.5976 -0.31
F -3.03635 5.36348 1.51898 0.3625 -0.8836 0.3520 0.14
F -3.47906 4.99167 3.63580 0.1081 -0.4634 -0.9352 0.11
C -4.11360 3.30211 2.11921 -1.3179 0.5595 -1.4260 -0.33
F -5.21001 4.00027 1.63104 0.8392 -0.3186 0.4131 0.10
F -4.57008 2.61941 3.19850 0.9256 0.4532 -0.5500 0.14
C -3.71304 2.28468 0.99991 -0.7640 -1.3294 0.6382 -0.26
F -4.80235 1.45132 0.81376 0.6994 0.7628 0.1731 0.07
F -3.46075 2.86569 -0.20005 0.1584 -0.0055 1.0149 0.10
C 2.09422 -2.22279 1.00941 2.9618 -0.9772 1.7841 -0.32
C 2.87966 -1.65337 2.11110 -0.5670 -2.0176 -1.8026 -0.10
C 3.99481 -2.41473 2.56793 -0.2032 1.7436 1.0843 -0.21
N 4.43897 -3.61162 2.17331 -0.7510 0.0628 -0.7528 0.01
C 3.74478 -4.16701 1.16173 -0.9296 1.1377 -0.1256 -0.17
C 2.62770 -3.49903 0.58148 -0.5186 0.2382 -0.2237 -0.13
P -0.91142 -3.41828 -0.24959 -1.6199 -0.0163 -0.2230 0.59
N -0.75269 -4.30199 1.27471 0.5283 0.9074 -0.2921 -0.28
O -0.17565 -4.29460 -1.52166 0.3148 -0.5683 1.4659 -0.46
H 0.17606 -0.89562 -7.32242 0.6795 0.2417 0.2724 0.08
H 1.82226 -1.41063 -6.68810 -0.5993 0.4892 -0.2183 0.08
H 1.57077 0.28180 -7.23042 -0.4980 -0.3861 0.3721 0.08
H -0.46690 -1.06217 -3.12828 0.4870 0.5997 0.0581 0.12
H 0.49610 0.49001 -2.81497 -0.3024 -0.8518 -0.1553 0.11
H 2.31213 -0.78908 -1.81065 -0.6544 -0.4953 0.2352 0.06
H 1.56522 -2.37137 -2.18343 -0.3518 0.5465 0.3009 0.04
H -0.42179 -1.14279 1.69080 -0.2212 -0.2194 0.2473 -0.06
H -1.03136 -0.38331 -0.66846 -0.2457 0.0084 0.0450 -0.06
H 1.19749 1.36934 -0.48223 0.0903 -0.4590 0.6164 0.06
H 2.20338 0.77769 0.91220 -0.6905 0.1577 -0.1398 0.04
H 0.00864 0.97121 2.36126 0.2331 0.5166 -0.5870 0.09
H -0.83982 1.47926 0.87743 0.7026 0.1865 0.3208 0.07
H -1.22798 3.56764 0.62057 0.3795 -0.1785 0.7516 0.14
H -0.23817 4.79877 1.42932 -0.4589 -0.6997 0.2887 0.15
H -2.89909 1.63445 1.38597 -0.1275 0.4893 -0.6895 0.16
H 2.59529 -0.67623 2.54611 0.4362 -0.7655 -0.1417 0.08
H 4.58939 -1.93769 3.38234 -0.3541 -0.5011 -0.5493 0.09
H 4.07544 -5.15589 0.78402 -0.2360 0.7375 0.3052 0.10
H 2.12254 -4.00077 -0.27278 0.3615 0.3276 0.6292 0.07
H 0.02479 -3.93024 1.83646 0.0111 -0.3583 -0.2334 -0.01
H -1.58630 -4.01675 1.79599 0.1448 -0.4536 -0.3088 -0.01
H -0.02598 -5.18931 -1.16066 0.0121 0.3034 -0.3970 0.02

=====

# 3
24
Properties=species:S:1:pos:R:3:forces:R:3:lowdin_charge:R:1 method="wB97M-V/def2-TZVPD" e_homo_ev=-19.5 homo_lumo_gap_ev=2.27 lumo_energy_ev=-17.2 charge=+3
Zn 0.35524 2.94347 -0.21070 -0.7900 -0.1557 0.8810 1.01
Zn -0.66590 -2.50538 0.84556 -1.4208 0.9583 1.1257 1.01
Tl -3.01362 1.48800 -2.92352 -0.2398 0.0202 -0.1138 1.22
Tl 2.78910 -0.17522 -2.46269 0.6208 -0.6289 0.0225 1.27
S 0.72507 3.08697 -2.70514 -0.4822 1.1855 1.2134 0.47
O 0.56147 3.82033 -3.94328 0.4108 -0.8217 1.0166 -0.05
O 1.36428 3.91975 -1.51596 -1.0947 -1.7284 -1.7117 -0.28
O -0.67816 2.77922 -2.11420 1.2940 0.4828 -0.5649 -0.45
O 1.43613 1.79903 -2.79614 -0.3611 1.4585 -1.0235 -0.47
S -0.63661 0.35543 0.03922 -1.7173 3.8779 1.5294 0.46
O -1.71756 -0.05547 -0.82458 0.2631 -0.2213 0.2151 -0.37
O 0.61809 0.61984 -0.65187 0.7454 -1.0089 0.6311 -0.42
O -0.95236 1.82716 0.71313 1.1119 -2.8987 -1.4601 -0.34
O -0.59520 -0.59450 1.24723 0.1529 0.0945 -1.3308 -0.37
S 1.01957 -3.49265 -0.61435 0.2315 -1.9868 2.3481 0.50
O -0.47916 -3.92366 -0.38685 2.6505 0.3569 -0.4608 -0.28
O 1.30000 -2.64839 0.68334 0.3155 -1.4662 -1.6750 -0.22
O 2.05342 -4.57577 -0.58843 -2.0236 1.8675 -0.1385 0.00
O 1.08560 -2.61766 -1.73932 0.3366 0.4533 -1.0628 -0.24
Cl -0.95112 -0.28132 4.02924 -0.9558 -1.2975 -2.6136 0.79
O -2.20973 -0.47731 3.31209 1.0148 0.2116 1.4298 -0.11
O -0.27933 0.86542 3.67251 0.2925 1.0292 0.5553 -0.14
O -0.98749 -0.66922 5.39429 -0.1026 -0.1626 0.5593 0.03
O -0.14172 -1.48808 3.54041 -0.2525 0.3804 0.6280 -0.03

=====

# 4
8
Properties=species:S:1:pos:R:3:forces:R:3:lowdin_charge:R:1 method="wB97M-V/def2-TZVPD" e_homo_ev=-4.6 homo_lumo_gap_ev=4.01 lumo_energy_ev=-0.5 de_lowest_kcal_mol=103.09
O 1.10423 0.29711 1.01280 -0.5662 0.3334 1.2083 0.10
C 1.65006 -0.01846 0.06395 4.5888 -2.5279 -9.4253 -0.28
O 2.22219 -0.33863 -1.05601 -4.0194 2.2075 8.1277 0.10
O -1.25965 0.82201 -3.04439 0.4862 0.7674 0.0709 0.23
O -1.70888 -1.54088 -2.65913 2.3490 8.3895 -0.9622 0.06
C -1.40916 -0.28799 -2.83229 -2.8218 -9.1574 0.8904 -0.30
Na -0.60928 0.19404 5.88121 0.0799 0.1141 -0.4855 -0.07
Li 0.01049 0.87280 2.63386 -0.0965 -0.1266 0.5758 0.17

=====

# 5
79
Properties=species:S:1:pos:R:3:forces:R:3:lowdin_charge:R:1 method="wB97M-V/def2-TZVPD" e_homo_ev=-8.7 homo_lumo_gap_ev=2.31 lumo_energy_ev=-6.4 charge=+1
C -2.42713 2.06838 0.61851 -0.7786 0.7533 1.8378 -0.22
O -1.50134 1.01314 0.56701 0.3811 -0.6055 -0.9524 -0.21
C -0.44312 1.40405 -0.32647 0.0862 0.8254 0.8355 -0.22
C 0.72672 0.44043 -0.19219 0.0455 -0.4448 -0.5752 -0.33
C 1.68596 0.80360 -1.27388 -0.3949 0.0172 1.0549 -0.18
N 2.45452 1.14620 -2.04990 0.0800 -0.0613 -0.3742 0.26
C 0.33502 -1.08360 -0.44970 -0.9592 0.5336 0.0576 -0.18
C -0.50924 -1.07247 -1.67098 0.5762 0.0514 -0.5275 -0.17
N -1.05773 -1.00732 -2.68081 -0.0062 -0.0739 0.5986 0.23
C -0.51597 -1.77662 0.67269 0.4292 -0.8872 -1.1248 -0.13
C -0.12044 -3.25954 1.00318 1.0484 0.6297 2.2533 -0.37
C 1.45062 -3.54005 1.11800 -0.7945 -0.0915 -0.4434 0.00
F -0.71857 -4.09611 0.13328 0.0898 -0.0463 -0.4968 0.06
P 1.56127 0.82911 1.45481 1.1767 1.3388 1.3227 0.55
O 1.82562 -0.37873 2.31520 -1.2912 -0.2664 -0.7254 -0.43
O 0.67446 1.89902 2.38597 1.4395 -2.7459 -1.6956 -0.29
O 2.92832 1.49786 1.11970 -0.9984 0.3885 0.2000 -0.08
H -2.16180 2.67820 1.55453 -0.8930 -0.7435 -1.3138 -0.05
H -2.36512 2.73212 -0.24066 -0.0803 -0.1060 -0.0500 0.08
H -3.48072 1.73468 0.74429 0.3334 -0.6125 -0.2890 0.06
H -0.78536 1.56591 -1.35122 -0.0851 -0.5198 -0.0041 0.15
H -0.06429 2.37146 0.02876 -0.1236 0.0704 -0.2801 0.06
H 1.24577 -1.61425 -0.72605 -0.0109 -0.1694 0.3444 0.15
H -0.56023 -1.13923 1.54947 -0.3857 -1.0590 -2.9242 -0.08
H -1.54611 -1.80274 0.30901 -0.0048 -0.0562 0.2853 0.14
H -0.58466 -3.49477 2.03051 0.0570 0.4658 -1.2505 0.10
H 1.71004 -4.16052 0.25622 0.0040 -0.1551 0.2197 0.11
H 2.05732 -2.63838 1.02972 -0.1641 0.0577 0.2594 0.07
H 1.80172 -4.08767 2.03385 -0.1433 0.3777 -1.4705 0.06
H 1.22385 2.70890 2.46982 -0.4033 0.8915 0.0398 -0.02
H 2.83120 2.45952 0.96102 0.5295 0.2129 -0.2905 0.07
Na 0.73282 -4.06573 3.59672 -0.3201 -0.8876 1.2181 0.56
F 6.10104 0.95038 -2.17475 -0.3849 0.9709 -1.0747 -0.27
P 6.63087 1.58174 -0.76311 -2.0291 3.8764 1.5830 0.32
F 5.04715 1.71307 -0.34960 -0.3946 -0.4638 -1.2203 -0.19
F 6.47465 3.06337 -1.44651 -1.1576 -0.2452 0.3036 -0.16
F 7.39672 0.13419 -0.88526 -4.0848 4.0324 11.0249 -0.90
F 6.65341 1.32560 0.85931 1.3434 0.2638 -0.1430 -0.17
F 8.13562 2.21069 -0.59920 0.7883 -1.5059 -0.1972 -0.18
Ca -0.22682 -0.65797 3.16212 0.3036 1.3574 3.8947 1.27
C -4.62778 -0.32739 -2.86199 0.2203 -0.0741 0.2525 -0.13
O -5.48763 -1.04306 -1.94503 -0.4647 0.8622 -3.1566 -0.26
P -6.87020 -1.81984 -2.53376 -2.1622 -4.0579 5.7427 0.57
O -7.80437 -1.45696 -1.42999 0.4136 0.8627 -0.8384 -0.26
O -6.23638 -3.29383 -2.31598 0.1182 0.3259 -0.6227 -0.24
C -5.01269 -3.63361 -2.97272 0.0237 0.0184 0.1532 -0.10
O -7.94584 -2.42497 -3.65386 2.2331 2.1287 -1.2936 -0.22
C -8.81378 -1.47021 -4.28929 -0.3207 0.1459 -0.0384 -0.11
H -4.37698 0.63486 -2.41231 -0.0258 -0.0003 -0.0455 0.07
H -3.70790 -0.89088 -3.02023 -0.0265 0.0347 -0.0635 0.05
H -5.10810 -0.14617 -3.82421 0.0719 0.0713 -0.0010 0.08
H -4.17564 -3.48565 -2.28724 0.0035 0.0525 -0.0392 0.08
H -4.85325 -3.03270 -3.87186 0.0526 -0.0985 -0.0420 0.08
H -5.04951 -4.68197 -3.25766 -0.1080 0.0141 0.0070 0.10
H -8.23221 -0.70389 -4.80213 -0.0984 -0.0016 -0.0917 0.08
H -9.47165 -1.00504 -3.55542 0.0770 -0.0351 0.0730 0.08
H -9.41562 -2.00077 -5.02255 0.1033 -0.1186 0.0426 0.09
Cl -0.87359 4.10727 1.50830 0.6688 1.4009 0.4037 0.11
B -0.61395 -8.78956 3.57987 -0.0618 -0.3375 0.1389 -1.24
F -1.62409 -7.84638 3.23358 0.2552 0.2966 0.0596 0.04
F -1.19633 -10.03232 3.80353 -0.0250 0.0490 0.0148 0.10
F 0.31792 -8.87698 2.52587 0.0711 0.3079 -0.0121 0.07
F 0.05360 -8.35580 4.76185 -0.0664 0.3252 -0.2668 0.04
Cs 8.20393 -0.80018 -2.36567 6.0328 -6.8968 -10.3073 1.57
Cl 1.49300 4.81108 1.43878 0.2281 -0.6035 0.1156 -0.07
C 7.99119 5.27269 0.82219 0.2215 -0.2361 -0.4552 -0.05
C 6.98193 5.06894 1.92017 0.3085 0.1275 0.4143 -0.32
O 6.61199 6.39359 2.25357 -0.1344 -0.2229 -0.4848 0.13
C 6.77140 7.13779 1.11480 0.1304 0.1088 -0.0581 -0.55
O 6.31406 8.21205 0.95193 -0.1205 0.3439 0.0153 0.19
O 7.51631 6.47000 0.19782 -0.1366 -0.1559 0.3813 0.08
F 7.53969 4.48035 3.00952 -0.1277 -0.0205 0.0127 0.07
H 8.99759 5.43968 1.20990 -0.0966 -0.0022 0.2215 0.15
H 8.01408 4.44579 0.12048 -0.0879 0.1430 -0.2032 0.11
H 6.09535 4.50689 1.61834 0.0344 -0.0985 0.1164 0.17
O -6.15373 2.51301 1.93079 0.0973 0.0117 -0.0111 0.35
H -6.03229 3.02203 2.76007 -0.0128 0.0073 0.0114 0.20
H -5.31664 2.07061 1.65255 -0.0603 -0.0030 -0.0282 0.17
H -6.51794 3.07561 1.21463 -0.0526 -0.0435 -0.0272 0.21

=====

# 6
6
Properties=species:S:1:pos:R:3:forces:R:3:lowdin_charge:R:1 method="wB97M-V/def2-TZVPD" e_homo_ev=-10.8 smiles=N#N.OO homo_lumo_gap_ev=11.83 lumo_energy_ev=1.1 de_lowest_kcal_mol=4.82
N -3.03081 -0.41764 -0.02323 1.3982 -0.2620 2.4098 0.04
N -2.44915 -0.50009 0.91609 -2.0465 0.1720 -2.1709 0.02
O -0.34514 0.30303 -0.46758 1.0837 -0.7306 -0.4800 -0.14
O 0.12184 -0.63154 0.54497 0.3438 1.0281 0.4239 -0.13
H 0.19162 -0.02836 -1.22360 -0.4975 0.4674 0.5878 0.10
H 0.40736 -0.00054 1.25080 -0.2817 -0.6749 -0.7705 0.10